C24H72NaO24 | ωB97M-V with the def2-TZVPD basis set

Geometry as XYZ:
```
121
Properties=species:S:1:pos:R:3
Na 13.006 11.935 11.480
C 15.673 11.236 7.727
C 14.301 10.873 7.094
O 13.314 11.797 7.467
O 15.898 10.590 8.979
H 15.521 12.298 7.967
H 16.516 10.999 7.004
H 14.118 9.892 7.501
H 14.335 10.769 6.031
H 12.831 11.488 8.234
H 16.172 11.184 9.691
C 12.476 8.969 10.140
C 12.548 8.631 11.641
O 11.931 9.611 12.445
O 13.148 10.147 9.934
H 11.449 9.096 9.934
H 12.824 8.097 9.562
H 13.577 8.511 12.034
H 12.000 7.642 11.778
H 10.987 9.692 12.227
H 14.052 10.079 9.605
C 13.578 13.459 19.354
C 13.885 12.735 18.047
O 12.741 12.125 17.350
O 14.828 13.611 19.906
H 12.874 12.930 20.035
H 13.116 14.413 19.184
H 14.659 12.004 18.100
H 14.336 13.494 17.438
H 12.235 12.919 17.162
H 15.218 12.741 20.175
C 14.911 7.907 14.942
C 14.210 7.154 16.094
O 12.797 7.134 15.862
O 14.228 9.076 14.699
H 14.897 7.237 13.979
H 15.980 8.207 15.090
H 14.395 7.597 17.058
H 14.531 6.099 16.190
H 12.735 6.280 15.404
H 13.285 8.848 14.618
C 7.474 11.673 12.814
C 8.489 10.668 12.262
O 9.769 11.342 12.086
O 8.016 12.220 14.028
H 6.491 11.284 12.963
H 7.273 12.554 12.140
H 8.195 10.327 11.337
H 8.485 9.831 13.018
H 9.901 11.703 12.988
H 7.491 13.013 14.217
C 14.562 17.052 15.309
C 13.829 16.793 16.590
O 14.746 16.496 17.636
O 15.283 15.879 15.079
H 15.173 17.956 15.211
H 13.850 17.225 14.386
H 13.217 15.945 16.461
H 13.187 17.670 16.790
H 15.128 17.284 18.080
H 15.811 15.632 15.800
C 10.280 10.143 16.119
C 9.516 10.952 17.157
O 9.001 12.143 16.662
O 11.417 10.655 15.478
H 9.614 9.795 15.330
H 10.636 9.193 16.609
H 10.213 11.224 18.008
H 8.736 10.318 17.655
H 8.537 11.955 15.820
H 12.056 10.952 16.159
C 10.138 13.193 7.265
C 9.541 12.105 8.083
O 10.622 11.519 8.799
O 10.663 14.185 8.205
H 9.449 13.628 6.532
H 11.053 12.730 6.789
H 9.192 11.316 7.351
H 8.730 12.434 8.810
H 10.459 11.770 9.717
H 9.886 14.674 8.425
C 12.278 14.081 14.314
C 11.196 14.887 15.064
O 10.866 14.321 16.287
O 11.793 12.819 13.824
H 13.162 13.856 14.984
H 12.582 14.551 13.340
H 10.293 15.019 14.381
H 11.619 15.876 15.310
H 10.440 13.426 16.148
H 11.828 12.085 14.442
C 13.474 15.213 10.205
C 14.819 14.595 9.825
O 15.009 13.408 10.632
O 12.567 14.086 10.363
H 13.142 15.824 9.396
H 13.442 15.712 11.175
H 15.691 15.274 9.962
H 14.787 14.262 8.822
H 15.257 13.571 11.564
H 12.099 14.143 9.519
C 16.045 11.489 13.434
C 16.168 12.807 14.193
O 15.779 13.763 13.202
O 14.791 11.272 12.882
H 16.295 10.608 14.077
H 16.768 11.484 12.637
H 17.222 12.950 14.523
H 15.532 12.801 15.088
H 15.795 14.608 13.691
H 14.382 10.704 13.520
C 18.698 8.851 11.219
C 17.737 7.978 11.933
O 18.022 7.821 13.323
O 19.091 9.896 12.133
H 18.240 9.355 10.296
H 19.651 8.392 10.858
H 17.703 6.957 11.525
H 16.699 8.383 11.877
H 18.678 8.518 13.577
H 19.656 10.438 11.620
```

Calculated values
- total charge = +1
- frontier orbital gap (eV) = 10.0
- highest occupied orbital energy (Ha) = -0.4342
- LUMO (hartree) = -0.0652

C24H70AsF6N6O8 | ωB97M-V with the def2-TZVPD basis set

Geometry as XYZ:
```
115
Properties=species:S:1:pos:R:3
As -1.129 -0.550 -0.573
F 0.672 -0.675 -0.918
F -0.863 -0.549 1.188
F -2.903 -0.475 -0.139
F -1.488 -0.700 -2.327
F -1.138 -2.297 -0.569
F -1.062 1.225 -0.636
O -4.093 -1.815 -2.551
H -4.680 -1.338 -3.137
H -3.395 -1.192 -2.352
O -2.373 -4.573 -0.294
H -1.645 -5.149 -0.064
H -1.982 -3.701 -0.346
C -2.788 -1.516 3.478
C -3.868 -2.085 4.373
C -4.489 -1.023 5.262
O -5.606 -1.580 5.999
C -6.483 -0.543 6.380
N -4.899 -2.545 3.520
H -3.167 -0.999 2.596
H -2.168 -2.351 3.152
H -2.097 -0.895 4.048
H -3.509 -2.945 4.939
H -4.743 -0.106 4.730
H -3.735 -0.665 5.962
H -7.369 -1.066 6.740
H -6.736 -0.006 5.466
H -5.936 0.153 7.015
H -5.528 -3.031 4.143
H -5.417 -1.691 3.371
C -0.307 -2.520 -5.443
C 0.621 -3.046 -4.383
C 1.665 -1.970 -4.066
O 2.575 -2.506 -3.102
C 3.557 -1.592 -2.692
N -0.218 -3.402 -3.246
H -1.131 -3.193 -5.680
H 0.218 -2.533 -6.398
H -0.753 -1.534 -5.315
H 1.110 -3.935 -4.781
H 1.135 -1.152 -3.578
H 2.157 -1.594 -4.963
H 3.145 -0.780 -2.093
H 4.042 -1.173 -3.573
H 4.372 -2.130 -2.208
H 0.198 -3.161 -2.358
H -1.008 -2.773 -3.245
C 0.388 2.694 2.719
C 1.449 1.726 3.267
C 2.166 2.161 4.620
O 3.002 3.255 4.206
C 3.785 3.749 5.312
N 0.711 0.505 3.504
H 0.845 3.607 2.336
H -0.357 2.974 3.463
H -0.157 2.269 1.876
H 2.208 1.465 2.530
H 2.593 1.250 5.039
H 1.389 2.558 5.273
H 4.549 2.999 5.515
H 3.309 3.868 6.286
H 4.261 4.692 5.045
H 1.335 -0.286 3.576
H 0.159 0.292 2.686
C 1.588 -3.250 0.767
C 1.797 -4.350 1.831
C 1.025 -3.991 3.102
O 1.655 -2.905 3.793
C 1.019 -2.468 4.975
N 1.366 -5.589 1.221
H 1.583 -2.325 1.344
H 0.649 -3.418 0.241
H 2.324 -3.374 -0.028
H 2.837 -4.387 2.156
H 1.175 -4.881 3.714
H -0.042 -3.811 2.970
H 1.331 -1.489 5.340
H 1.227 -3.236 5.720
H -0.053 -2.470 4.780
H 1.730 -6.247 1.896
H 1.860 -5.521 0.343
C 3.127 1.486 -6.805
C 4.145 1.867 -5.712
C 3.427 2.233 -4.412
O 2.599 1.182 -3.945
C 1.812 1.539 -2.793
N 4.905 0.637 -5.447
H 3.589 1.162 -7.737
H 2.516 2.373 -6.972
H 2.471 0.640 -6.601
H 4.782 2.687 -6.043
H 2.856 3.141 -4.607
H 4.141 2.594 -3.672
H 1.058 0.757 -2.705
H 1.358 2.517 -2.954
H 2.394 1.556 -1.872
H 4.190 0.233 -4.859
H 5.680 0.857 -4.837
C -1.648 5.014 0.072
C -2.393 4.481 -1.125
C -1.506 4.394 -2.414
O -1.109 5.691 -2.819
C -0.506 5.759 -4.099
N -2.901 3.161 -0.712
H -1.110 5.902 -0.260
H -0.838 4.424 0.503
H -2.327 5.413 0.826
H -3.281 5.087 -1.303
H -1.980 3.828 -3.216
H -0.566 3.926 -2.122
H 0.094 4.949 -4.515
H -0.013 6.730 -4.139
H -1.320 5.704 -4.822
H -2.949 3.182 0.296
H -2.169 2.500 -0.931
```

Calculated values
- total charge = -1
- frontier orbital gap (eV) = 8.7
- relative energy (zero: lowest compared OMol25 entry of this formula, charge and spin) (kJ/mol) = 278.24
- highest occupied orbital energy (Ha) = -0.2348
- LUMO (hartree) = 0.0850

Record order is preserved below.
Max |F|: 3.035; 3.562 eV/A